No. 1
Density functional theory data (ωB97M-V/def2-TZVPD) for the ion C5H10N2O with charge +2.

As for the structure (SMILES): C[C@@H]1C=[NH+]C=[N+](O)C1. The calculation puts the energy relative to the best compared isomer or geometry (same formula, charge and spin) at 3.605 eV. The calculation puts the HOMO-LUMO gap at 0.3533 hartree. The highest occupied orbital energy is -20.5 eV. For the maximum force, the calculation gives 4.0 eV/Å.

```
! wB97M-V def2-TZVPD RIJCOSX def2/J DEFGRID3
* xyz 2 1
C 1.297 -1.019 0.243
H 0.214 -2.734 0.149
H 0.583 0.881 -1.756
C -1.637 0.798 0.840
C 0.426 0.932 -0.712
H 2.129 -1.646 0.697
C -0.995 -1.023 -0.339
H 3.416 0.225 -0.092
H -0.869 0.789 1.651
N 1.404 0.197 -0.018
N 0.095 -1.688 -0.041
H -2.013 1.838 0.804
H -1.915 -1.542 -0.465
H 0.361 2.002 -0.310
O 2.572 0.775 0.236
C -0.974 0.396 -0.503
H -2.449 -0.037 0.861
H -1.646 0.856 -1.246
*
```

Results of the Mulliken charge analysis, in e, for atoms 1 through 8:
1 C -0.112
2 H 0.379
3 H 0.337
4 C -1.070
5 C -0.569
6 H 0.399
7 C -0.219
8 H 0.449

***

No. 2
Density functional theory data (ωB97M-V/def2-TZVPD) for a cluster of 2 separate species, H4O2 in total.

As for the structure (SMILES): O.O. The calculation puts the energy relative to the best compared isomer or geometry (same formula, charge and spin) at 0.135 eV. The calculation puts the HOMO-LUMO gap at 0.4144 hartree. The highest occupied orbital energy is -10.7 eV. For the maximum force, the calculation gives 0.7 eV/Å.

```
! wB97M-V def2-TZVPD RIJCOSX def2/J DEFGRID3
* xyz 0 1
H 2.365 -14.346 -11.902
O 2.541 -14.591 -12.810
O 3.470 -17.105 -12.970
H 2.970 -16.303 -12.818
H 4.130 -17.111 -12.277
H 2.438 -13.776 -13.302
*
```

In the Mulliken picture, each atom carries the following charge in e:
1 H 0.314
2 O -0.667
3 O -0.641
4 H 0.388
5 H 0.294
6 H 0.312

***

No. 3
Density functional theory data (ωB97M-V/def2-TZVPD) for a cluster of 12 separate species, C24H48Cl24 in total.

As for the structure (SMILES): ClCCCl.ClCCCl.ClCCCl.ClCCCl.ClCCCl.ClCCCl.ClCCCl.ClCCCl.ClCCCl.ClCCCl.ClCCCl.ClCCCl. The calculation puts the energy relative to the best compared isomer or geometry (same formula, charge and spin) at 1.680 eV. The calculation puts the HOMO-LUMO gap at 0.3973 hartree. The highest occupied orbital energy is -10.5 eV. For the maximum force, the calculation gives 3.0 eV/Å.

```
! wB97M-V def2-TZVPD RIJCOSX def2/J DEFGRID3
* xyz 0 1
H -3.804 3.397 -2.148
H 1.600 -0.865 0.001
H 3.143 1.640 -4.069
H 2.745 -5.394 2.826
H -3.837 -4.216 -0.181
H 1.993 -0.152 -5.136
Cl -2.088 0.532 3.165
H 4.636 -2.527 -0.436
H 4.578 -2.906 3.379
H -2.648 5.163 2.087
H -0.904 -1.647 4.119
C -1.163 0.645 5.831
H -3.480 1.896 -0.334
C 4.126 -3.875 3.563
H 3.545 2.425 -5.579
Cl -2.555 3.137 -4.035
H 5.011 -4.444 3.855
C 4.975 -1.517 -0.332
H 0.586 -1.396 -1.357
C 6.423 -1.571 0.031
Cl 7.213 -2.281 -1.430
H -5.409 0.486 -0.439
Cl 2.302 1.743 2.666
H 6.822 -0.581 0.051
H -2.042 -3.306 2.761
H -6.106 3.155 -2.932
C -4.030 3.630 -3.169
Cl -4.981 1.120 -3.434
H -5.404 -4.923 -0.671
H -4.334 -3.817 -2.608
Cl 4.350 -4.774 1.153
H 3.081 5.268 2.915
Cl 4.011 -0.782 0.988
C -2.581 5.536 1.044
Cl 4.683 0.363 -5.020
C 2.185 0.813 -5.685
C -1.004 1.211 4.410
Cl -1.117 0.962 -1.610
Cl -5.589 -3.239 0.839
C 2.418 -3.156 -4.679
C 3.354 1.491 -5.065
H -3.971 -0.190 0.328
H 3.125 -3.953 -4.827
H 2.259 4.130 3.883
H -1.285 4.958 -0.677
Cl 1.620 -2.982 -6.315
H -3.573 5.593 0.635
H 4.834 -0.895 -1.226
Cl -5.869 0.067 1.775
C -4.764 0.594 0.454
C -4.854 -3.973 -0.568
C 1.414 -3.491 -3.628
H 3.626 3.215 1.319
Cl 3.115 -3.783 5.029
Cl 2.210 -4.058 -2.144
H 0.751 -4.289 -3.994
H 2.843 -2.188 -4.494
C -4.071 1.917 0.598
H -0.703 -0.116 0.405
Cl 4.633 3.840 3.958
H -1.154 2.279 4.450
H -5.466 3.157 -4.645
H -1.099 -0.449 5.916
Cl 1.221 -1.543 3.148
H 0.911 -2.590 -3.247
H -3.461 1.989 1.510
H -0.131 -3.239 4.127
H -1.424 -1.997 1.713
C -4.728 -3.163 -1.818
C 3.218 -4.444 2.524
H 1.963 3.754 1.423
Cl 0.078 1.283 6.904
C 2.768 3.314 1.985
H -2.163 0.968 6.119
C 1.028 -0.531 -0.840
C -1.790 4.531 0.252
C -5.261 2.921 -3.612
C -1.095 -2.861 2.387
H 6.694 -2.159 0.886
H 2.458 -3.808 2.142
C -0.298 -2.383 3.536
H 0.043 1.137 4.131
Cl -3.549 -1.817 -1.721
C -0.034 0.405 -0.281
Cl 2.109 0.297 -1.952
Cl -2.021 7.209 1.223
C 3.081 4.201 3.187
Cl -5.294 3.288 0.479
Cl -0.219 -3.990 1.340
Cl 2.508 0.499 -7.404
H -5.658 -2.722 -2.151
H 1.436 1.538 -5.627
H -2.421 3.731 -0.168
H 0.508 1.210 0.202
Cl -0.587 3.691 1.282
H -4.215 4.652 -3.249
*
```

Results of the Mulliken charge analysis, in e, for atoms 1 through 8:
1 H -0.347
2 H -0.217
3 H 0.014
4 H 0.427
5 H 0.154
6 H -0.188
7 Cl -0.035
8 H 0.044

***

No. 4
Density functional theory data (ωB97M-V/def2-TZVPD) for the molecule C22H33N3O3.

As for the structure (SMILES): CC[C@H]1Oc2ccc(C)cc2N(CC(=O)NCCCN2CCCC[C@H]2C)C1=O. The calculation puts the energy relative to the best compared isomer or geometry (same formula, charge and spin) at 0.000 eV. The calculation puts the HOMO-LUMO gap at 0.3266 hartree. The highest occupied orbital energy is -8.1 eV. For the maximum force, the calculation gives 0.7 eV/Å.

```
! wB97M-V def2-TZVPD RIJCOSX def2/J DEFGRID3
* xyz 0 1
H -2.834 2.124 -0.324
C -3.317 -1.227 -0.303
C 3.576 1.212 1.494
O -0.841 3.169 -0.074
H 3.991 0.407 -2.951
N -1.311 -0.026 -0.891
H 4.920 -1.436 1.669
O 0.538 -1.253 -1.330
C 1.345 2.421 1.514
C -0.597 -1.175 -0.892
C 5.407 -0.225 -0.736
H 4.374 1.648 -0.796
N 3.238 0.366 0.359
O -2.670 -2.417 -0.493
H -6.088 2.376 1.177
H 0.105 -2.244 1.397
C -4.664 -1.241 0.025
H 2.446 -1.104 1.586
C -4.687 1.166 0.102
N 0.793 1.682 0.401
C -2.652 -0.007 -0.463
H 2.544 1.086 -2.206
H -1.010 -4.452 1.613
H -4.722 3.270 0.489
H 4.659 1.385 1.579
C 2.861 2.565 1.394
C -1.282 -2.366 -0.237
H 3.099 3.039 0.441
C -5.420 2.454 0.322
H 3.252 0.717 2.413
H -1.409 1.694 -2.072
H 2.455 -1.482 -0.139
H 4.112 -2.877 1.037
C -1.508 -3.559 1.982
C -0.976 -2.321 1.272
C 3.042 -1.041 0.670
C 4.099 0.586 -0.803
C -0.252 2.129 -0.304
C -3.342 1.177 -0.242
C 5.151 -1.702 -0.458
H 2.850 -0.641 -2.102
H 4.592 -2.145 -1.284
H 0.171 0.853 -2.006
H 5.953 -0.100 -1.672
H 1.100 1.901 2.449
H -6.393 -0.075 0.470
H 6.032 0.179 0.067
H -1.339 -3.482 3.053
H -5.160 -2.193 0.121
C -5.344 -0.053 0.216
H 0.861 3.401 1.528
H 6.102 -2.233 -0.369
C 3.323 0.334 -2.096
H -0.869 -3.284 -0.668
H 1.363 0.893 0.100
H -2.576 -3.661 1.803
H -6.024 2.695 -0.554
C -0.697 1.176 -1.426
H -1.437 -1.424 1.695
H 3.216 3.215 2.195
C 4.343 -1.831 0.828
*
```

Results of the Mulliken charge analysis, in e, for atoms 1 through 8:
1 H 0.461
2 C 0.373
3 C -0.827
4 O -0.769
5 H 0.526
6 N 0.401
7 H 0.340
8 O -0.668